Run A
An isolated molecule of C5H3NO2, computed with the ωB97M-V functional and the def2-TZVPD basis.

Results
**Molar mass**: 109.1 g mol⁻¹
**SMILES**: O=CC1=CC(=O)C=N1
**HOMO level**: -10.27 eV

Structure (ORCA input):
```
! RIJCOSX wB97M-V def2-TZVPD def2/J DEFGRID3
* xyz 0 1
H 1.081 -0.330 2.419
C -1.816 -0.601 -0.890
C 0.778 -0.171 1.441
H -2.660 -0.817 -0.160
H 0.666 0.800 -1.760
O 2.557 1.218 0.493
O -1.788 -0.635 -2.157
C 0.552 0.496 -0.761
C 1.525 0.658 0.419
C -0.509 -0.104 -0.196
N -0.386 -0.517 1.152
*
```


Run B
An isolated molecule of C5H3NO2, computed with the ωB97M-V functional and the def2-TZVPD basis.

Results
**Molar mass**: 109.1 g mol⁻¹
**SMILES**: c1noc2cocc12
**HOMO level**: -8.77 eV

Structure (ORCA input):
```
! RIJCOSX wB97M-V def2-TZVPD def2/J DEFGRID3
* xyz 0 1
C -0.417 -0.311 -0.229
C -0.554 -1.679 0.242
O -0.094 1.838 -0.817
H -1.359 -2.381 0.224
H -1.899 1.137 -1.454
C 0.711 0.130 0.485
H 1.703 2.013 0.170
C 1.047 1.348 0.019
C -0.920 0.792 -0.955
O 1.309 -0.817 1.282
N 0.473 -2.069 1.034
*
```


Ranked by calculated energy, most stable first: run A, run B.


Run A
An isolated molecule of C5H3NO2, computed with the ωB97M-V functional and the def2-TZVPD basis.

Results
**Molar mass**: 109.1 g mol⁻¹
**SMILES**: C#Cc1c[nH]c(=O)o1
**HOMO level**: -8.64 eV

Structure (ORCA input):
```
! RIJCOSX wB97M-V def2-TZVPD def2/J DEFGRID3
* xyz 0 1
C -0.029 -0.021 -1.254
H 0.655 2.160 -1.705
C -0.102 -0.461 0.072
C 0.909 1.489 0.370
N 0.608 1.294 -1.017
C -0.701 -1.439 0.692
C -1.222 -2.335 1.381
O 0.665 0.366 1.021
H -1.948 -3.069 1.754
O 1.326 2.634 0.800
H -0.160 -0.617 -2.114
*
```


Run B
An isolated molecule of C5H3NO2, computed with the ωB97M-V functional and the def2-TZVPD basis.

Results
**Molar mass**: 109.1 g mol⁻¹
**SMILES**: c1nc2occc2o1
**HOMO level**: -8.49 eV

Structure (ORCA input):
```
! RIJCOSX wB97M-V def2-TZVPD def2/J DEFGRID3
* xyz 0 1
H -1.456 -2.325 -0.400
C 0.633 0.231 0.129
O 1.443 -0.773 0.324
C 0.625 -1.912 0.192
H 1.087 -2.829 0.337
H -1.062 2.894 -0.148
O -1.391 0.866 -0.419
C -0.570 1.938 -0.027
C -0.606 -0.220 -0.262
C -0.670 -1.620 -0.145
N 0.649 1.574 0.235
*
```


Run C
An isolated molecule of C5H3NO2, computed with the ωB97M-V functional and the def2-TZVPD basis.

Results
**Molar mass**: 109.1 g mol⁻¹
**SMILES**: c1cc2conc2o1
**HOMO level**: -9.36 eV

Structure (ORCA input):
```
! RIJCOSX wB97M-V def2-TZVPD def2/J DEFGRID3
* xyz 0 1
C 0.545 0.088 -0.174
C -0.112 -1.265 -0.544
C 1.604 0.792 0.179
O -1.731 0.148 0.176
C -0.600 0.816 0.368
O 1.196 1.953 0.760
H 2.702 0.585 -0.092
C -1.376 -1.217 -0.221
N -0.263 2.066 0.694
H 0.438 -2.103 -1.023
H -2.402 -1.861 -0.123
*
```


Ranked by calculated energy, most stable first: run B, run A, run C.


Run A
A structure of composition C6H10BrN2, computed with the ωB97M-V functional and the def2-TZVPD basis.

Results
**Molar mass**: 190.1 g mol⁻¹
**HOMO level**: -13.16 eV

Structure (ORCA input):
```
! RIJCOSX wB97M-V def2-TZVPD def2/J DEFGRID3
* xyz 1 1
H -1.622 2.141 0.529
H 0.862 -0.079 -1.689
C -0.377 1.093 -0.658
H -0.747 2.942 -1.201
H -2.152 0.531 -0.003
N -0.450 2.077 -1.594
N 0.233 -0.057 -0.892
C 0.257 -1.207 -0.139
H 0.690 -1.142 2.177
H 2.325 -1.407 -0.387
Br -1.437 -2.256 -0.468
H -0.690 1.169 2.593
C -0.673 0.640 1.724
H 1.526 -2.979 -0.627
H 0.171 2.099 -2.436
C -1.295 1.120 0.460
H 1.853 -2.191 0.953
C -0.017 -0.495 1.720
C 1.544 -2.000 -0.062
*
```


Run B
The ion C6H10BrN2 with charge +1, computed with the ωB97M-V functional and the def2-TZVPD basis.

Results
**Molar mass**: 190.1 g mol⁻¹
**SMILES**: C=C=[NH+][C@@H](Br)N(C)C=C
**HOMO level**: -12.89 eV

Structure (ORCA input):
```
! RIJCOSX wB97M-V def2-TZVPD def2/J DEFGRID3
* xyz 1 1
Br -2.919 -0.783 -0.060
H -3.222 3.258 1.397
C 0.496 -2.557 0.924
H -0.940 -0.010 1.408
H -0.326 1.788 -0.685
H 1.938 -0.953 0.483
N 0.064 -0.522 -0.290
C 0.369 -0.324 -1.707
C 0.876 -1.366 0.420
C -3.139 2.588 0.581
H 0.431 -1.235 -2.238
H 1.308 0.239 -1.848
H -0.425 -3.056 0.756
N -1.044 1.380 -0.123
H -0.445 0.280 -2.073
C -2.016 2.171 0.160
H 1.132 -3.255 1.430
H -3.992 2.478 0.060
C -0.914 0.106 0.343
*
```


Ranked by calculated energy, most stable first: run A, run B.